(1)
{
  "formula": "C12H21O",
  "method": "the ωB97M-V functional and the def2-TZVPD basis",
  "homo_lumo_gap_ev": [6.24, 9.21],
  "e_tot_ha": -544.54807,
  "max_force_ev_per_a": 6.529,
  "spin_multiplicity": 3,
  "total_charge": 1,
  "elements": ["C", "C", "C", "C", "C", "C", "C", "C", "C", "C", "C", "C", "O", "H", "H", "H", "H", "H", "H", "H", "H", "H", "H", "H", "H", "H", "H", "H", "H", "H", "H", "H", "H", "H"],
  "positions_angstrom": [[-0.085845, -0.043748, -0.181031], [-0.968992, -0.062608, 0.703211], [1.343569, -0.079982, -0.261536], [2.000903, -0.953175, 1.916005], [-2.304666, -1.590998, 2.235999], [-3.146001, 0.054244, 0.419882], [-2.170099, 1.090542, 2.393211], [3.502569, 0.416852, -1.495465], [1.466249, 1.750632, -1.948200], [1.619447, -0.588799, -2.720861], [-2.076757, -0.185444, 1.527833], [2.019338, 0.392552, -1.613019], [2.172818, -0.482873, 0.721672], [-0.359460, 0.193595, -1.233176], [0.871814, -1.198809, 2.048015], [2.805513, -1.244770, 2.468469], [-1.416434, -2.068456, 2.596260], [-3.056235, -1.453874, 3.003714], [-2.767752, -2.236530, 1.566970], [-3.040784, 0.915932, -0.223396], [-4.128644, 0.161747, 1.061399], [-3.220303, -0.799715, -0.275017], [-3.134197, 0.952232, 2.999141], [-2.234275, 1.940450, 1.784451], [-1.449012, 1.215978, 3.170902], [3.868521, 1.422071, -1.387074], [3.764063, -0.298000, -0.779770], [3.700255, 0.165604, -2.486879], [0.391996, 1.789414, -2.169000], [1.870033, 2.128633, -2.842963], [1.585949, 2.508892, -1.190149], [0.522121, -0.584577, -2.946805], [1.987147, -1.671538, -2.358984], [2.140779, -0.546623, -3.778948]],
  "forces_ev_per_a": [[3.2, 0.8, -4.5], [0.4, -1.5, 3.7], [0.7, -0.4, 0.6], [-6.4, -0.2, -1.4], [0.1, 2.4, 0.1], [-3.4, -1.2, 1.4], [-2.1, -2.0, 2.2], [-0.9, 1.1, -0.5], [-1.7, 0.8, 0.4], [0.4, -3.4, -1.1], [-1.3, 0.5, -0.3], [-1.7, -0.2, 1.1], [1.0, 1.4, -2.5], [-0.5, -0.1, 0.3], [2.3, 0.3, 0.8], [2.1, -0.5, 1.3], [0.5, 0.0, 0.4], [0.2, 0.1, 0.5], [-0.6, -1.2, -1.6], [0.3, 0.6, 0.4], [1.3, -0.2, -1.8], [-0.1, 0.1, 0.5], [1.0, 0.5, -1.0], [-0.1, 1.3, -0.7], [1.0, -0.1, 0.2], [0.4, 0.2, 0.8], [1.4, -0.8, 0.7], [1.7, -0.8, -1.4], [0.1, -0.5, 0.1], [1.0, 0.3, -1.2], [0.5, 0.1, 0.5], [0.9, -0.3, 0.4], [-1.2, 2.1, -0.8], [-0.7, 0.8, 2.3]]
}


(2)
{
  "formula": "C6H12O",
  "method": "the ωB97M-V functional and the def2-TZVPD basis",
  "homo_lumo_gap_ev": 10.45,
  "e_tot_ha": -311.00650,
  "relative_energy_ev": 1.436,
  "max_force_ev_per_a": 0.244,
  "smiles": "CCO[C@H]1C[C@H]1C",
  "elements": ["C", "C", "O", "C", "C", "C", "C", "H", "H", "H", "H", "H", "H", "H", "H", "H", "H", "H", "H"],
  "positions_angstrom": [[2.817550, 0.598692, 0.252002], [1.544537, -0.014294, -0.295373], [0.572857, -0.006117, 0.736043], [-0.455446, -0.919191, 0.525894], [-1.753315, -0.624235, 1.195770], [-1.654317, -0.551654, -0.310356], [-1.745011, 0.790960, -0.995263], [3.192572, -0.000257, 1.087161], [2.625871, 1.611785, 0.617249], [3.589436, 0.645430, -0.523489], [1.733809, -1.046685, -0.627344], [1.176474, 0.547352, -1.167292], [-0.119846, -1.958389, 0.485001], [-1.805035, 0.324644, 1.724026], [-2.302807, -1.437410, 1.660648], [-2.110735, -1.378389, -0.853261], [-1.379265, 0.737180, -2.027241], [-2.781576, 1.145561, -1.023736], [-1.145758, 1.535009, -0.460447]],
  "forces_ev_per_a": [[0.0, 0.0, 0.0], [0.2, 0.0, -0.2], [0.0, 0.0, 0.0], [-0.1, -0.2, 0.0], [-0.1, 0.0, 0.2], [-0.1, 0.0, -0.1], [0.0, 0.1, 0.0], [0.0, 0.1, -0.1], [0.0, -0.1, -0.1], [-0.1, 0.0, 0.1], [-0.1, 0.1, 0.1], [0.0, -0.1, 0.1], [0.0, 0.2, 0.0], [0.0, -0.1, -0.1], [0.1, 0.1, -0.1], [0.1, 0.1, 0.1], [0.0, 0.0, 0.1], [0.2, 0.0, 0.0], [-0.1, -0.1, -0.1]]
}


(3)
{
  "formula": "C17H30N4OP2W",
  "method": "the ωB97M-V functional and the def2-TZVPD basis",
  "homo_lumo_gap_ev": [5.05, 7.13],
  "e_tot_ha": -1709.72104,
  "relative_energy_ev": 0.524,
  "max_force_ev_per_a": 5.812,
  "spin_multiplicity": 3,
  "elements": ["W", "P", "P", "N", "H", "C", "H", "H", "H", "C", "H", "H", "H", "C", "H", "H", "H", "C", "H", "H", "H", "C", "H", "H", "H", "C", "H", "H", "H", "C", "C", "C", "C", "C", "C", "H", "H", "H", "H", "H", "C", "O", "C", "H", "H", "H", "C", "H", "H", "H", "N", "C", "N", "C", "N"],
  "positions_angstrom": [[-0.122857, -0.148203, -0.199075], [2.243121, -0.369381, -1.072491], [-2.297084, 0.929946, 0.877087], [-1.009872, -0.240492, -1.744643], [0.880146, -1.565574, -0.348467], [3.023973, -2.024178, -1.186694], [4.010567, -1.931451, -1.663137], [2.391079, -2.690362, -1.789552], [3.135063, -2.452078, -0.180358], [3.543514, 0.660469, -0.360051], [4.459364, 0.544806, -0.967184], [3.738511, 0.368896, 0.682381], [3.239570, 1.716411, -0.368973], [2.011772, 0.110979, -2.807500], [2.974338, 0.006829, -3.327547], [1.680410, 1.153399, -2.889350], [1.273300, -0.528041, -3.306834], [-3.430399, -0.364210, 1.530599], [-4.417114, 0.091090, 1.704073], [-3.063005, -0.831549, 2.454804], [-3.543852, -1.146710, 0.769259], [-2.108686, 2.095797, 2.262839], [-3.106495, 2.373861, 2.637536], [-1.582179, 2.991199, 1.904943], [-1.525879, 1.637230, 3.072586], [-3.386040, 1.771741, -0.315308], [-4.355727, 1.980354, 0.162937], [-3.546475, 1.134212, -1.194069], [-2.925078, 2.712943, -0.639063], [-1.535463, 0.000244, -2.992186], [-2.249803, -0.779587, -5.164386], [-1.920474, -1.056569, -3.841026], [-1.619070, 1.339673, -3.443315], [-1.943939, 1.604683, -4.770180], [-2.232911, 0.541244, -5.639534], [-2.520833, -1.593670, -5.839338], [-1.925349, -2.068763, -3.434620], [-1.382790, 2.138877, -2.729565], [-1.970669, 2.642040, -5.115301], [-2.466414, 0.756921, -6.685290], [2.443080, -0.003750, 3.316219], [1.950863, 0.764684, 2.481252], [3.060193, -1.315476, 2.893297], [3.187279, -1.980330, 3.754713], [4.062387, -1.152333, 2.463041], [2.431379, -1.805806, 2.136054], [2.486527, 0.328830, 4.784494], [2.130529, -0.530097, 5.356341], [1.859549, 1.196477, 4.989509], [3.520266, 0.550964, 5.077471], [-0.382098, -1.172548, 1.453543], [-0.526951, -1.502933, 2.606858], [-1.097796, -1.902017, 3.653172], [-0.831578, -1.597784, 4.920150], [-0.709882, -1.390933, 6.069861]],
  "forces_ev_per_a": [[2.7, -0.4, -0.6], [-2.2, 0.6, 0.3], [0.0, -0.2, -0.4], [-1.3, 1.0, -1.4], [-1.0, 0.0, -0.2], [0.2, 0.2, -0.1], [-0.2, -0.1, 0.1], [0.1, 0.3, 0.2], [0.0, 0.1, -0.3], [0.8, 0.3, -0.3], [-0.2, 0.1, 0.3], [-0.1, 0.1, -0.4], [0.0, -0.3, 0.0], [1.0, 0.1, -0.6], [-0.2, 0.1, -0.2], [0.0, -0.3, 0.2], [0.1, 0.1, 0.3], [0.0, 0.0, -0.1], [0.3, -0.1, 0.1], [-0.1, 0.2, -0.3], [0.1, 0.2, 0.1], [-0.3, 0.2, 0.1], [0.4, 0.0, 0.0], [-0.1, -0.2, 0.2], [-0.1, 0.1, -0.2], [-0.2, 0.2, 0.2], [0.2, 0.0, -0.2], [0.1, 0.1, 0.2], [-0.1, -0.2, 0.0], [0.7, -0.5, 0.6], [0.0, 0.3, 0.1], [-0.1, 0.2, -0.3], [0.1, 0.0, -0.2], [-0.1, -0.4, 0.2], [-0.1, 0.1, -0.1], [0.1, 0.2, 0.2], [0.1, 0.2, -0.2], [0.0, -0.3, -0.4], [0.0, -0.4, 0.0], [0.0, -0.1, 0.4], [-0.5, 1.2, -1.1], [0.6, -1.1, 1.2], [0.1, -0.4, 0.0], [0.0, 0.1, -0.2], [-0.3, 0.1, 0.1], [0.2, 0.2, 0.2], [-0.2, 0.1, -0.2], [0.1, 0.1, 0.1], [0.1, -0.1, 0.0], [-0.1, -0.1, 0.0], [0.0, -2.0, 5.4], [-0.7, 0.9, -3.7], [0.3, 0.0, 1.5], [0.1, 0.0, 1.3], [-0.1, -0.3, -2.0]]
}


- Which formula does entry 1 have?
  C12H21O